Density functional theory data (ωB97M-V/def2-TZVPD) for CH11NO3 as an isolated structure at a distorted geometry.

```
16
CH11NO3 ωB97M-V/def2-TZVPD
H -0.5220 -0.1111 1.1495
O -0.1715 0.6656 1.9352
N -0.8357 -0.9260 0.1150
H 0.3777 0.1935 2.5691
H 0.0517 -0.9510 -0.3699
H -1.5162 -0.4239 -0.4341
C -1.2752 -2.3059 0.4877
H -1.5095 -2.2981 1.5558
H -2.1681 -2.5641 -0.0895
H -0.4265 -2.9671 0.3216
O 1.1170 1.7308 -0.0654
H 0.7969 1.3272 0.7928
H 1.6715 2.4911 0.1369
O 0.8799 0.7291 -2.5678
H 1.7219 0.2645 -2.6133
H 0.9890 1.3210 -1.7851
```

ΔE to the lowest compared entry with this formula, charge and spin   3.0 kcal/mol
E_HOMO (alpha / beta)   1.09 / -6.11 eV
Spin multiplicity   2
Frontier orbital gap (alpha / beta)   2.773 / 9.802 eV
Net charge   -1

Results of the natural (NBO) charge analysis, in e, for atoms 1 through 8:
1 H 0.45
2 O -1.10
3 N -0.90
4 H 0.44
5 H 0.37
6 H 0.38
7 C -0.99
8 H 0.18